DFT (the ωB97M-V functional and the def2-TZVPD basis) results for a single C4H7BrO2 molecule at a distorted geometry.

* total charge: 0
* SMILES string: C=C(Br)OOCC
* HOMO-LUMO gap: 10.16 eV
* LUMO energy: 0.71 eV
* energy above the lowest of the compared OMol25 structures with the same formula, charge and spin: 103.9 kcal per mole

```
14
Properties=species:S:1:pos:R:3:lowdin_charge:R:1
C 1.300 -0.104 -1.825 -0.034
C 1.108 -1.206 -1.170 -0.687
Br 1.130 -2.990 -1.874 0.744
O 0.793 -1.304 0.356 -0.148
O 0.815 -0.050 0.880 -0.174
C -0.296 0.481 1.572 -0.226
C -1.505 0.742 0.626 -0.063
H 1.422 -0.355 -2.856 0.044
H 1.282 0.991 -1.483 0.114
H -0.722 0.011 2.503 0.131
H 0.067 1.433 1.885 0.106
H -1.199 1.376 -0.170 0.058
H -1.858 -0.178 0.305 0.042
H -2.340 1.153 1.250 0.092
```